# 1
Below is a structure of composition C40H54BrF5IrN4O3SeTe, with properties calculated with ωB97M-V/def2-TZVPD.

XYZ file:
```
110
Properties=species:S:1:pos:R:3:forces:R:3
Ir -2.384 1.768 -0.287 -0.7 -0.4 0.3
C -4.835 -1.077 5.784 0.0 0.0 0.0
C -5.212 -2.026 4.644 -0.1 0.0 -0.1
C -6.727 -2.271 4.676 0.0 0.0 0.0
C -4.478 -3.357 4.861 0.0 0.0 0.0
C -4.831 -1.435 3.285 0.0 -0.1 0.0
C -4.615 -0.078 3.102 -0.1 0.1 -0.1
C -4.184 0.346 1.861 0.0 0.0 0.2
Br -3.918 2.213 1.548 0.1 0.2 0.0
C -3.910 -0.481 0.780 0.3 0.0 -0.2
O -3.240 -0.024 -0.293 -0.2 0.2 -0.3
C -4.310 -1.825 0.896 -0.1 -0.1 0.1
C -4.722 -2.249 2.157 -0.1 0.0 -0.1
C -4.408 -2.836 -0.263 0.1 0.0 0.1
C -3.882 -2.342 -1.616 0.0 0.0 0.0
C -5.900 -3.159 -0.450 0.0 0.0 0.0
C -3.648 -4.122 0.092 0.0 0.0 0.0
H -5.007 -1.570 6.742 0.0 0.0 0.0
H -5.440 -0.169 5.778 0.0 0.0 0.0
H -3.782 -0.792 5.734 0.0 0.0 0.0
H -7.020 -2.730 5.623 0.0 0.0 0.0
H -7.033 -2.937 3.867 0.0 0.0 0.0
H -7.274 -1.333 4.568 0.0 0.0 0.0
H -4.626 -3.696 5.887 0.0 0.0 0.0
H -3.405 -3.247 4.690 0.0 0.0 0.0
H -4.850 -4.143 4.203 0.0 0.0 0.0
H -4.777 0.640 3.894 0.1 0.0 0.0
H -4.996 -3.291 2.262 0.0 0.0 0.0
H -4.361 -1.417 -1.931 0.0 0.0 0.0
H -4.101 -3.111 -2.362 0.0 0.0 0.0
H -2.803 -2.179 -1.604 0.0 0.0 0.0
H -6.453 -2.267 -0.752 0.0 0.0 0.0
H -6.348 -3.539 0.469 0.0 0.0 0.0
H -6.024 -3.918 -1.227 0.0 0.0 0.0
H -2.612 -3.902 0.359 0.0 0.0 0.0
H -3.643 -4.796 -0.768 0.0 0.0 0.0
H -4.106 -4.660 0.922 0.0 0.0 0.0
F -0.906 1.658 0.901 0.4 -0.1 0.4
Te 0.162 3.860 -0.065 -0.3 1.3 -1.0
F 1.854 4.552 0.420 0.4 0.2 0.2
F -0.190 4.160 1.739 0.1 -0.4 0.5
F 0.761 3.995 -1.860 -0.1 0.0 -0.4
F -0.167 5.672 -0.353 -0.1 0.0 0.3
O -1.640 3.636 -0.488 0.4 -0.7 -0.2
C -0.635 -2.778 -4.241 -0.1 0.0 0.0
N -0.956 -1.406 -3.884 0.1 0.0 0.0
N -0.672 -0.855 -2.662 0.0 -0.1 0.0
C -1.186 0.406 -2.629 0.1 0.1 0.1
O -0.987 1.164 -1.611 0.2 -0.1 -0.3
C -1.796 0.644 -3.867 -0.1 0.0 0.1
C -1.635 -0.504 -4.613 0.0 0.0 -0.1
C -2.072 -0.805 -6.004 0.0 0.0 0.0
C 0.156 -1.485 -1.676 0.0 0.1 -0.1
C 1.401 -1.979 -2.039 0.1 0.0 0.0
C 2.210 -2.551 -1.071 0.0 0.0 0.0
C 1.786 -2.600 0.251 0.0 0.0 0.0
C 0.547 -2.084 0.601 0.0 0.0 0.0
C -0.283 -1.533 -0.364 -0.1 0.0 0.1
H -0.523 -3.367 -3.336 0.0 0.0 0.0
H 0.284 -2.831 -4.824 0.0 0.0 0.0
H -1.459 -3.181 -4.824 0.0 0.0 0.0
H -2.283 1.557 -4.162 0.0 0.0 0.0
H -2.466 0.098 -6.463 0.0 0.0 0.0
H -2.856 -1.563 -6.016 0.0 0.0 0.0
H -1.240 -1.167 -6.608 0.0 0.0 0.0
H 1.741 -1.907 -3.062 0.0 0.0 -0.1
H 3.178 -2.948 -1.350 0.0 0.0 0.0
H 2.426 -3.035 1.008 0.0 0.0 0.0
H 0.213 -2.111 1.631 0.0 0.0 0.0
H -1.252 -1.129 -0.103 0.0 0.0 0.0
C 3.428 0.719 -3.880 0.0 0.0 0.0
C 4.689 1.239 -3.195 -0.1 0.0 0.0
C 4.788 2.760 -3.219 0.1 0.0 0.1
C 3.806 3.485 -2.307 -0.1 0.0 0.0
N 4.071 3.238 -0.884 0.1 0.0 0.0
C 3.300 2.598 0.006 0.2 0.0 -0.1
Se 1.679 1.693 -0.369 -0.3 -0.2 0.4
N 3.876 2.655 1.214 -0.2 0.1 0.1
C 3.287 2.231 2.489 0.1 -0.1 0.0
C 3.983 1.024 3.102 0.0 0.0 0.0
C 3.799 -0.294 2.346 0.1 0.1 -0.1
C 4.685 -0.438 1.105 -0.1 0.0 0.0
C 5.037 3.404 1.117 0.0 -0.1 0.1
C 5.969 3.786 2.079 -0.1 0.0 0.0
C 7.028 4.550 1.641 0.0 0.0 0.0
C 7.154 4.932 0.294 0.0 0.0 0.0
C 6.229 4.557 -0.655 0.0 0.0 0.0
C 5.166 3.771 -0.213 -0.1 0.0 -0.2
H 3.449 -0.369 -3.934 0.0 0.0 0.0
H 3.365 1.098 -4.903 0.0 0.0 0.0
H 2.519 1.016 -3.352 0.0 0.0 0.0
H 5.562 0.830 -3.707 0.0 0.0 0.0
H 4.739 0.874 -2.163 0.0 0.0 0.0
H 4.601 3.112 -4.237 0.0 0.1 0.0
H 5.804 3.065 -2.962 0.0 0.0 0.0
H 2.773 3.209 -2.500 0.0 0.0 0.0
H 3.880 4.564 -2.443 0.0 0.0 0.0
H 2.234 2.028 2.309 0.0 0.0 0.0
H 3.341 3.092 3.157 0.0 0.0 0.0
H 3.580 0.924 4.112 0.0 0.0 0.0
H 5.052 1.230 3.209 0.0 0.0 0.1
H 2.748 -0.406 2.065 0.0 0.0 0.0
H 4.031 -1.107 3.036 0.0 0.0 0.0
H 4.285 0.103 0.245 0.0 0.0 0.0
H 4.773 -1.483 0.810 0.0 0.0 0.0
H 5.694 -0.066 1.296 0.0 0.0 0.0
H 5.860 3.514 3.120 0.0 0.0 0.0
H 7.776 4.875 2.352 0.0 0.0 0.0
H 7.996 5.544 -0.002 0.0 0.0 0.0
H 6.317 4.874 -1.684 0.0 0.0 0.0
```
Forces are in eV/Å.

As for the net charge: +1. As for the HOMO-LUMO gap: 0.2286 Ha. The molecular weight comes out at 1212.57 g/mol. As for the relative energy (zero: lowest compared OMol25 entry of this formula, charge and spin): 27.55 kcal per mole. The value obtained for the highest occupied orbital energy is -10.2 eV. Its total energy is -213562.8430 eV.

Löwdin atomic charge list, values in e, 2 entries:
1. Ir 1.235
2. C -0.061

---

# 2
Below is a structure of composition C40H54CoN6O2P3S3, with properties calculated with ωB97M-V/def2-TZVPD.

XYZ file:
```
109
Properties=species:S:1:pos:R:3:forces:R:3
Co 0.587 0.011 -0.453 0.3 0.5 -1.4
N 0.083 -2.514 0.872 -0.2 0.0 0.1
P 0.804 -1.230 1.739 0.2 -0.9 0.1
C 0.154 -1.580 3.405 0.0 0.3 -0.1
C -0.583 -0.649 4.123 0.0 0.0 -0.1
C -1.081 -0.977 5.378 0.0 0.0 0.0
C -0.849 -2.237 5.906 0.0 0.0 0.0
C -0.105 -3.169 5.191 0.0 -0.1 0.0
C 0.405 -2.844 3.947 -0.1 0.1 0.1
C 2.551 -1.696 2.029 -0.1 0.1 -0.1
C 3.168 -2.788 1.435 -0.1 0.0 0.0
C 4.498 -3.079 1.708 0.1 0.0 0.0
C 5.223 -2.270 2.570 0.0 0.0 0.0
C 4.616 -1.167 3.157 0.0 0.1 0.0
C 3.289 -0.876 2.884 -0.1 0.0 -0.1
P -0.472 -2.176 -0.700 -0.5 -0.8 0.9
C -0.448 -3.894 -1.343 0.2 0.2 -0.3
C 0.761 -4.587 -1.251 0.0 0.1 -0.1
C 0.833 -5.935 -1.553 0.0 0.0 0.0
C -0.303 -6.601 -1.992 0.0 0.0 0.0
C -1.497 -5.911 -2.128 0.0 -0.1 -0.1
C -1.577 -4.563 -1.806 0.0 0.1 0.1
C -2.258 -1.826 -0.638 0.1 0.1 -0.3
C -2.855 -1.536 -1.868 0.0 0.0 0.1
C -4.196 -1.200 -1.936 0.0 0.0 0.0
C -4.951 -1.142 -0.770 0.0 0.0 0.0
C -4.365 -1.446 0.449 -0.1 0.1 0.1
C -3.018 -1.779 0.521 0.1 -0.1 0.0
H -0.286 -3.314 1.376 0.1 -0.1 0.0
H -0.765 0.330 3.699 0.0 0.0 0.0
H -1.648 -0.248 5.941 0.0 0.0 0.0
H -1.243 -2.496 6.879 0.0 0.0 0.0
H 0.086 -4.148 5.609 0.0 0.0 0.0
H 1.011 -3.561 3.405 0.0 0.0 0.0
H 2.593 -3.422 0.775 0.0 -0.1 0.0
H 4.967 -3.944 1.254 0.0 0.0 0.0
H 6.255 -2.506 2.799 0.0 0.0 0.0
H 5.179 -0.541 3.838 0.0 0.0 0.0
H 2.811 -0.020 3.350 0.0 0.0 0.1
H 1.650 -4.059 -0.937 0.1 0.0 0.1
H 1.768 -6.469 -1.445 0.0 0.0 0.0
H -0.255 -7.654 -2.236 0.0 0.0 0.0
H -2.381 -6.426 -2.481 0.0 0.0 0.0
H -2.524 -4.052 -1.901 0.0 0.0 0.0
H -2.265 -1.596 -2.778 -0.1 0.0 0.0
H -4.652 -0.991 -2.895 0.0 0.0 0.0
H -5.995 -0.864 -0.818 0.0 -0.1 0.0
H -4.961 -1.423 1.352 0.0 0.0 0.0
H -2.565 -2.006 1.481 0.0 0.0 0.0
C -0.255 3.699 3.098 -0.1 0.0 -0.4
C -1.738 3.878 2.822 0.0 -0.1 0.6
C -2.567 2.812 3.512 0.0 0.1 -0.2
O -2.075 3.894 1.390 0.4 -0.1 -0.4
P -1.408 3.215 0.138 -1.4 -1.1 0.4
S 0.285 4.116 -0.447 0.4 -0.1 0.0
S -1.157 1.201 0.451 -0.4 1.6 0.4
O -2.436 3.453 -1.011 0.6 0.2 0.0
C -3.902 3.576 -1.030 -0.5 0.1 0.2
C -4.564 2.550 -0.130 0.3 -0.1 -0.1
C -4.289 5.005 -0.713 0.2 -0.1 0.0
H -0.077 3.758 4.171 -0.1 0.0 0.0
H 0.333 4.475 2.611 0.1 0.0 0.0
H 0.066 2.716 2.747 0.1 0.0 0.0
H -2.058 4.863 3.159 0.0 0.0 -0.1
H -2.271 1.824 3.165 0.0 -0.1 0.0
H -3.632 2.943 3.321 0.0 0.0 0.0
H -2.401 2.882 4.587 0.0 0.0 0.0
H -4.135 3.353 -2.071 0.1 0.0 0.0
H -4.345 2.757 0.917 -0.1 0.0 0.0
H -4.211 1.546 -0.370 -0.1 0.0 0.0
H -5.642 2.588 -0.278 0.0 0.0 0.0
H -4.128 5.231 0.341 0.0 0.0 0.0
H -5.345 5.152 -0.940 0.0 0.0 0.0
H -3.706 5.699 -1.318 -0.1 0.0 0.0
C 4.089 4.010 0.011 0.0 -0.1 0.1
C 3.613 2.881 0.937 0.1 0.2 -0.1
C 3.541 1.575 0.232 0.2 -0.3 -0.1
N 2.472 0.936 -0.096 0.4 0.4 0.1
N 2.690 -0.238 -0.763 0.2 -0.4 -0.1
C 3.952 -0.492 -0.962 0.2 0.3 0.2
N 4.425 -1.543 -1.648 0.0 -0.1 0.0
S 4.986 0.740 -0.297 -0.3 0.0 0.0
H 4.247 4.919 0.588 0.0 0.0 0.0
H 3.346 4.217 -0.757 0.0 0.0 -0.1
H 5.031 3.754 -0.476 0.0 0.0 0.0
H 2.619 3.107 1.321 -0.1 0.0 0.1
H 4.301 2.792 1.780 -0.1 0.0 0.1
H 3.812 -2.320 -1.833 0.0 0.0 0.0
H 5.414 -1.723 -1.669 0.0 0.0 0.0
C 1.671 1.616 -3.018 0.2 0.6 -0.4
C 1.607 2.055 -4.518 0.0 -0.3 0.5
N 0.583 1.274 -5.178 0.0 0.2 -0.9
C -0.720 1.571 -4.622 0.1 -0.2 0.5
C -0.695 1.230 -3.095 -0.3 0.2 -0.6
N 0.606 0.641 -2.738 0.0 -0.3 1.0
C 0.843 -0.558 -3.563 0.1 0.0 -0.5
C 0.869 -0.144 -5.070 0.0 -0.1 0.4
H 1.531 2.485 -2.369 0.0 -0.2 0.1
H 2.633 1.155 -2.797 0.0 0.0 0.1
H 2.564 1.877 -5.009 0.0 0.1 0.0
H 1.363 3.114 -4.606 0.0 0.0 0.0
H -1.470 0.979 -5.146 0.0 0.0 0.0
H -0.946 2.628 -4.770 0.0 0.0 -0.1
H -1.491 0.532 -2.835 0.1 0.0 0.1
H -0.835 2.140 -2.519 0.0 0.0 0.2
H 0.055 -1.286 -3.368 0.0 0.0 0.0
H 1.795 -1.002 -3.262 0.0 0.0 0.1
H 0.119 -0.698 -5.635 0.0 0.0 0.0
H 1.845 -0.342 -5.514 0.0 0.0 0.0
```
Forces are in eV/Å.

As for the net charge: +2. As for the HOMO-LUMO gap (spin up / spin down): 0.3008 / 0.1505 Ha. The molecular weight comes out at 898.97 g/mol. The spin multiplicity is 5. As for the relative energy (zero: lowest compared OMol25 entry of this formula, charge and spin): 14.79 kcal per mole. Its expectation value of S² is 6.018. The value obtained for the highest occupied orbital energy (spin up / spin down) is -12.5 / -12.5 eV. Its total energy is -153381.4997 eV.

Löwdin atomic charge list, values in e, 2 entries:
1. Co 0.213
2. N -0.367

---

net charge of number 1 (C40H54BrF5IrN4O3SeTe)? +1